{"formula": "C30H78Mn2N5O19S4", "method": "the ωB97M-V functional and the def2-TZVPD basis", "elements": ["Mn", "Mn", "N", "O", "O", "O", "N", "O", "O", "O", "O", "H", "C", "C", "N", "C", "C", "C", "C", "H", "H", "H", "H", "H", "H", "H", "H", "H", "H", "H", "H", "H", "H", "H", "C", "C", "N", "C", "C", "C", "C", "H", "H", "H", "H", "H", "H", "H", "H", "H", "H", "H", "H", "H", "H", "H", "C", "C", "N", "C", "C", "C", "C", "H", "H", "H", "H", "H", "H", "H", "H", "H", "H", "H", "H", "H", "H", "H", "O", "S", "O", "O", "C", "C", "C", "H", "H", "H", "H", "H", "H", "H", "H", "O", "S", "O", "O", "C", "C", "C", "H", "H", "H", "H", "H", "H", "H", "H", "O", "S", "O", "O", "C", "C", "C", "H", "H", "H", "H", "H", "H", "H", "H", "O", "S", "O", "O", "C", "C", "C", "H", "H", "H", "H", "H", "H", "H", "H"], "xyz": [[-0.606, 0.149, 3.850], [-0.590, -0.704, 0.194], [-2.690, 1.176, 1.612], [-2.428, 0.853, 2.786], [-3.327, 2.167, 1.298], [-2.323, 0.455, 0.705], [0.964, 1.799, 1.429], [0.378, 1.641, 2.461], [2.003, 2.475, 1.429], [0.639, 1.193, 0.414], [-0.244, -1.026, 2.160], [0.287, -1.779, 2.487], [7.389, 2.716, 3.097], [7.104, 1.269, 3.510], [6.718, 0.510, 2.317], [5.682, -0.453, 2.639], [4.318, 0.258, 2.839], [7.869, -0.150, 1.709], [7.566, -0.655, 0.261], [7.391, 3.413, 3.935], [6.763, 3.093, 2.289], [8.393, 2.773, 2.677], [7.883, 0.838, 4.138], [6.245, 1.333, 4.178], [5.531, -1.059, 1.746], [6.089, -1.056, 3.451], [3.997, 0.976, 2.084], [3.557, -0.523, 2.846], [4.279, 0.779, 3.795], [8.256, -0.960, 2.328], [8.634, 0.625, 1.661], [6.889, -1.508, 0.304], [8.428, -0.972, -0.325], [7.100, 0.129, -0.337], [-4.818, -2.278, -4.281], [-5.961, -1.229, -4.236], [-6.076, -0.603, -2.932], [-6.924, 0.627, -2.950], [-8.400, 0.341, -3.220], [-6.381, -1.520, -1.822], [-6.239, -0.834, -0.475], [-4.460, -2.466, -5.293], [-4.982, -3.255, -3.827], [-3.982, -1.742, -3.830], [-5.728, -0.458, -4.971], [-6.975, -1.581, -4.427], [-6.560, 1.299, -3.727], [-6.812, 1.254, -2.066], [-8.622, -0.317, -4.060], [-8.955, 1.235, -3.504], [-8.886, -0.093, -2.346], [-7.421, -1.798, -1.996], [-5.777, -2.427, -1.852], [-6.168, -1.511, 0.376], [-5.317, -0.279, -0.299], [-7.122, -0.251, -0.216], [-1.480, -3.072, -2.805], [-2.353, -2.770, -1.630], [-1.668, -2.666, -0.258], [-0.725, -3.799, -0.116], [-0.069, -3.893, 1.291], [-2.773, -2.672, 0.740], [-3.512, -4.029, 1.035], [-2.063, -3.024, -3.724], [-0.968, -4.032, -2.741], [-0.658, -2.356, -2.830], [-2.783, -1.770, -1.688], [-3.234, -3.410, -1.586], [-1.267, -4.739, -0.221], [0.048, -3.958, -0.868], [0.775, -3.205, 1.243], [-0.783, -3.724, 2.098], [0.357, -4.896, 1.273], [-3.477, -1.955, 0.317], [-2.581, -2.178, 1.693], [-4.246, -3.953, 1.837], [-2.808, -4.800, 1.351], [-3.872, -4.388, 0.071], [1.247, -1.476, -0.578], [2.355, -1.568, -1.540], [2.650, -2.795, -2.264], [2.176, -0.306, -2.618], [3.127, -0.016, -3.665], [2.468, 0.803, -4.746], [3.874, -0.849, -0.738], [3.631, -0.881, -4.095], [3.994, 0.470, -3.217], [1.541, 0.384, -5.135], [3.102, 1.029, -5.604], [2.209, 1.787, -4.357], [3.650, 0.200, -0.546], [4.707, -1.111, -1.391], [4.064, -1.385, 0.192], [-0.547, 8.308, 3.634], [0.312, 7.569, 2.694], [1.632, 7.095, 3.139], [-0.580, 6.359, 1.958], [0.129, 5.501, 0.988], [-0.906, 4.637, 0.265], [0.633, 8.684, 1.270], [0.873, 4.936, 1.551], [0.792, 6.052, 0.320], [-0.408, 3.779, -0.185], [-1.441, 5.269, -0.444], [-1.673, 4.377, 0.995], [0.946, 9.651, 1.664], [-0.260, 8.763, 0.649], [1.432, 8.293, 0.639], [-0.891, 0.242, -1.748], [-1.387, 1.207, -2.709], [-0.807, 2.548, -2.796], [-1.222, 0.476, -4.235], [-1.437, 1.222, -5.466], [-2.930, 1.197, -5.882], [-3.200, 1.267, -2.581], [-0.853, 0.617, -6.159], [-0.983, 2.213, -5.487], [-2.968, 1.402, -6.952], [-3.465, 1.957, -5.313], [-3.293, 0.177, -5.756], [-3.452, 2.255, -2.967], [-3.461, 1.247, -1.523], [-3.679, 0.464, -3.140], [3.524, -0.087, 6.195], [2.439, -0.880, 5.584], [1.500, -0.332, 4.580], [3.117, -2.279, 4.967], [2.343, -3.056, 4.089], [2.664, -4.552, 4.510], [1.454, -1.631, 6.862], [2.595, -2.840, 3.050], [1.278, -2.948, 4.294], [2.458, -4.760, 5.560], [3.712, -4.839, 4.422], [1.950, -5.146, 3.940], [2.169, -2.072, 7.556], [0.786, -2.390, 6.454], [0.867, -0.834, 7.319]], "mulliken_spin": [4.882, 4.747, -0.010, 0.046, 0.021, 0.046, -0.035, 0.021, 0.013, 0.049, 0.007, 0.001, 0.000, 0.000, 0.000, 0.000, -0.001, 0.000, 0.000, 0.000, 0.000, 0.000, 0.000, 0.000, 0.000, 0.000, 0.001, 0.000, 0.000, 0.000, 0.000, 0.000, 0.000, 0.000, 0.000, 0.000, 0.000, 0.000, 0.000, 0.000, 0.000, 0.000, 0.000, 0.001, 0.000, 0.000, 0.000, 0.000, 0.000, 0.000, 0.000, 0.000, 0.000, 0.000, 0.000, 0.000, 0.000, -0.004, -0.126, 0.023, 0.038, 0.078, 0.004, 0.000, 0.002, 0.004, 0.063, -0.002, -0.001, 0.002, -0.005, -0.004, 0.001, 0.006, 0.008, 0.000, 0.000, 0.000, 0.061, 0.023, 0.003, 0.009, 0.000, 0.000, 0.002, 0.000, 0.000, 0.000, 0.000, 0.000, -0.001, 0.000, 0.000, 0.000, 0.000, 0.000, 0.000, 0.000, -0.001, 0.000, 0.000, 0.000, 0.000, 0.000, 0.000, 0.000, 0.000, 0.000, -0.019, 0.010, 0.003, 0.001, 0.000, 0.000, 0.002, 0.000, 0.000, 0.000, 0.000, 0.000, 0.000, 0.001, 0.000, 0.002, -0.008, 0.027, 0.001, -0.002, 0.001, 0.004, -0.002, 0.003, 0.000, 0.000, 0.000, 0.000, -0.001, -0.001], "e_tot_ha": -6787.41682, "e_lumo_ha": [-0.14441, -0.15405], "multiplicity": 11, "charge": 1}